(1)
7 unconnected molecules or ions with the total composition C12H36ClO6S2 at a distorted geometry, computed with wB97M-V/def2-TZVPD.

CARTESIAN COORDINATES (ANGSTROEM)
Cl: 0.33 -0.52 0.58
S: -1.09 3.14 0.73
S: -0.30 0.21 3.39
O: -1.77 0.58 -1.91
O: 2.45 1.44 -0.80
O: -1.99 4.21 1.31
O: 0.20 -2.77 1.99
O: -0.16 1.38 4.37
O: 0.52 -2.36 -2.38
C: -0.83 -1.03 4.46
C: -0.13 -1.63 -3.48
C: -4.13 0.14 -1.89
C: 1.45 -3.72 3.75
C: 3.79 0.99 -2.67
C: 0.78 -1.80 -4.79
C: 1.53 -3.08 2.29
C: 2.53 0.84 -2.07
C: -1.83 0.43 2.60
C: -0.48 3.87 -0.88
C: 0.55 3.19 1.54
C: -2.86 0.55 -1.13
H: -1.08 -1.96 3.83
H: 0.41 -1.12 -5.51
H: -0.11 -0.54 -3.26
H: -1.68 -0.91 5.03
H: 0.30 -1.87 -1.49
H: 1.87 0.85 -0.37
H: 3.70 0.41 -3.56
H: -1.24 -1.91 -3.39
H: 2.05 -1.51 -4.78
H: 0.16 3.11 -1.33
H: 4.07 2.15 -2.79
H: -4.02 -0.81 -2.13
H: -2.83 1.61 -0.52
H: -2.31 -0.61 2.39
H: 1.22 2.25 1.16
H: 0.45 -2.12 1.42
H: -0.08 4.88 -0.68
H: 2.18 0.02 -1.92
H: -2.47 -0.34 -0.69
H: 2.39 -4.20 3.90
H: 1.78 1.26 -2.48
H: 4.45 0.39 -2.14
H: -4.28 0.95 -2.78
H: 0.91 -4.55 4.11
H: 0.68 4.00 1.15
H: 2.02 -3.73 1.79
H: 0.65 -2.82 -5.25
H: -1.19 3.91 -1.55
H: 0.43 3.21 2.57
H: -2.59 1.00 3.25
H: 0.01 -1.28 5.27
H: 1.24 -2.91 4.37
H: 2.10 -2.23 2.53
H: -4.89 0.23 -1.29
H: -1.81 1.00 1.59
H: -1.05 0.13 -1.45

Calculated values
Total charge: -1
Energy relative to the best compared isomer or geometry (same formula, charge and spin), kJ/mol: 451.07
Highest occupied orbital energy, eV: -5.52
HOMO-LUMO gap, eV: 8.460

Mulliken population analysis, charges in e, atoms 1 to 5: Cl -0.440; S 0.901; S 0.788; O -0.501; O -0.552

(2)
A molecular structure, C12H36FeN2O18 at a distorted geometry, computed with wB97M-V/def2-TZVPD.

CARTESIAN COORDINATES (ANGSTROEM)
Fe: -2.20 0.44 -3.93
O: 1.22 0.39 -6.14
O: -1.73 0.26 -0.15
O: 0.91 2.50 0.88
O: -2.39 2.56 -3.57
O: 0.05 3.73 3.39
O: -1.13 0.39 -2.20
O: -0.28 -1.62 1.69
O: -3.97 0.38 -2.81
O: -2.29 2.43 1.97
O: -3.27 -0.38 2.54
O: 1.65 -4.77 -2.33
O: 0.36 0.09 -0.69
O: -0.78 -3.81 -2.95
O: -0.62 0.62 -5.05
O: -0.64 0.17 -7.17
O: 3.33 -0.03 -1.32
O: 0.83 -3.17 4.01
O: 4.15 -0.45 1.72
N: -0.82 0.22 -0.98
N: 0.02 0.38 -6.16
C: -2.71 1.92 3.24
C: -2.44 0.44 3.33
C: 1.37 -1.98 3.42
C: 4.28 -0.86 -0.68
C: -3.54 2.74 -2.73
C: -4.57 1.68 -3.02
C: 1.29 -3.56 -1.68
C: 1.40 3.60 2.93
C: 1.09 -1.90 1.94
C: 1.58 2.34 2.13
C: 4.91 -0.19 0.52
C: -0.22 -3.44 -1.70
H: 0.82 -1.15 3.88
H: 5.92 -0.60 0.64
H: -4.61 -0.19 -2.36
H: -3.99 3.73 -2.83
H: -0.59 -2.48 -1.36
H: -0.58 -4.15 -0.94
H: -1.74 3.24 -3.35
H: 2.53 -5.03 -2.05
H: -3.25 2.70 -1.67
H: -2.53 0.12 4.37
H: 4.97 0.89 0.37
H: -0.71 -4.77 -3.00
H: 1.69 -1.13 1.45
H: 4.66 -1.08 2.23
H: -3.03 -0.23 1.61
H: -0.43 3.29 2.68
H: -0.11 -3.03 4.16
H: 2.43 -1.90 3.65
H: 2.10 3.73 3.75
H: 2.64 2.14 1.96
H: 1.60 4.45 2.25
H: 1.79 -2.67 -2.07
H: 0.67 1.61 0.58
H: 1.39 -2.84 1.47
H: 1.56 -3.63 -0.62
H: -5.06 1.79 -3.99
H: -0.36 -0.77 1.25
H: -1.37 0.23 3.17
H: -2.57 1.81 1.30
H: 2.45 -0.20 -0.95
H: -5.38 1.85 -2.30
H: 3.86 -1.84 -0.43
H: -2.14 2.41 4.04
H: -3.76 2.18 3.39
H: 1.19 1.49 2.71
H: 5.05 -1.04 -1.44

Calculated values
Spin multiplicity: 5
Energy relative to the best compared isomer or geometry (same formula, charge and spin), kJ/mol: 201.52
Highest occupied orbital energy (alpha / beta), eV: -9.57 / -9.57
HOMO-LUMO gap (alpha / beta), eV: 8.439 / 7.967

Mulliken population analysis, charges in e, atoms 1 to 5: Fe 0.725; O -0.514; O -0.540; O -0.548; O -0.448

(3)
A molecular structure, C12H36InNO15 at a distorted geometry, computed with wB97M-V/def2-TZVPD.

CARTESIAN COORDINATES (ANGSTROEM)
In: 0.12 0.44 0.41
O: -1.93 -1.46 -4.71
O: -2.35 -0.94 0.97
O: -2.02 1.94 -0.28
O: -1.42 1.79 1.97
O: 2.02 0.80 4.88
O: 2.80 1.39 0.27
O: 0.76 2.04 -1.86
O: 3.51 0.48 3.42
O: 0.28 -2.47 -0.08
O: 1.22 0.82 2.85
O: -0.39 -1.44 2.45
O: 0.99 3.17 0.68
O: -1.79 -0.52 -1.96
O: 1.17 -0.43 -2.05
O: 2.53 -1.48 0.58
N: 2.35 0.67 3.73
C: -2.86 2.01 1.81
C: -1.92 -2.43 -3.64
C: -1.56 -1.97 3.02
C: -2.85 2.82 0.51
C: 2.18 -2.77 1.16
C: 3.22 2.77 0.24
C: -2.36 -2.23 1.75
C: -2.48 -1.74 -2.40
C: 1.91 0.40 -3.03
C: 1.30 -3.45 0.17
C: 1.02 1.59 -3.19
C: 2.25 3.48 1.21
H: -3.46 -1.38 -2.73
H: 2.51 3.06 2.16
H: -1.79 -1.85 -5.58
H: 1.49 2.41 -3.73
H: 0.79 -4.34 0.55
H: 4.25 2.86 0.56
H: 3.04 3.12 -0.77
H: 3.50 0.93 0.77
H: -3.40 1.08 1.59
H: -3.82 2.86 0.05
H: 2.14 -0.17 -3.93
H: 0.10 1.43 -3.75
H: -2.62 -3.27 -3.80
H: -1.33 -2.86 3.60
H: 3.06 -3.36 1.41
H: -2.68 -1.05 0.07
H: -2.35 3.77 0.68
H: -3.32 2.51 2.64
H: 0.31 2.88 -1.92
H: 2.43 4.55 1.24
H: -0.01 -2.61 -0.98
H: -3.40 -2.47 1.91
H: -2.69 -2.45 -1.57
H: -0.03 -0.59 2.79
H: -2.23 -1.27 3.52
H: -1.17 -0.26 -2.64
H: 3.00 -0.96 1.25
H: -0.94 -2.90 -3.67
H: 1.67 -2.51 2.08
H: 1.83 -3.74 -0.75
H: -1.21 1.30 2.79
H: 0.31 3.06 1.35
H: 2.78 0.85 -2.54
H: -1.88 -2.91 1.06
H: 1.78 -0.78 -1.38
H: -2.35 1.83 -1.18

Calculated values
Total charge: +2
Highest occupied orbital energy, eV: -15.45
HOMO-LUMO gap, eV: 5.399

Mulliken population analysis, charges in e, atoms 1 to 5: In 3.069; O -0.534; O -0.301; O -0.273; O -0.437

(4)
A molecular structure, C12H36MnN4OP2, computed with wB97M-V/def2-TZVPD.

CARTESIAN COORDINATES (ANGSTROEM)
Mn: -0.02 0.18 0.82
P: 1.46 2.86 -1.20
P: 0.76 -1.58 -0.88
O: 0.83 1.73 -0.40
N: -0.73 -0.10 3.16
N: -2.08 -1.13 0.81
N: 1.90 0.22 2.12
N: -1.50 1.89 1.26
C: -2.75 -1.09 2.12
C: 1.64 0.42 3.57
C: -1.09 2.32 2.61
C: 2.28 2.27 -2.67
C: 0.46 -0.43 3.97
C: 0.26 4.06 -1.73
C: 0.38 -3.35 -0.66
C: 0.08 -1.23 -2.53
C: -1.72 -1.19 3.23
C: 2.68 3.74 -0.24
C: -1.33 1.19 3.60
C: 2.56 -1.60 -1.17
H: -1.62 3.21 2.96
H: 3.06 1.55 -2.39
H: 0.74 -3.72 0.30
H: -2.40 1.05 3.73
H: -0.99 -1.44 -2.55
H: 2.74 3.10 -3.20
H: 1.56 1.78 -3.32
H: 2.24 4.07 0.70
H: 0.22 -0.18 -2.79
H: 3.53 3.09 -0.03
H: 2.54 0.92 1.78
H: -0.69 -3.54 -0.73
H: 0.70 -1.48 3.81
H: 0.26 -0.31 5.04
H: -3.47 -1.90 2.24
H: -1.18 -2.14 3.11
H: -0.14 4.60 -0.88
H: -0.94 1.48 4.57
H: -3.32 -0.16 2.20
H: 3.09 -1.95 -0.28
H: 0.87 -3.92 -1.46
H: 1.44 1.48 3.74
H: 2.91 -0.59 -1.40
H: 2.51 0.15 4.18
H: -2.22 -1.23 4.20
H: 0.57 -1.85 -3.28
H: 3.04 4.62 -0.78
H: -1.85 -2.09 0.58
H: -0.56 3.55 -2.26
H: -0.03 2.57 2.57
H: -2.51 1.74 1.23
H: 0.72 4.78 -2.41
H: -1.31 2.63 0.59
H: 2.80 -2.26 -2.00
H: 2.38 -0.67 1.99
H: -2.72 -0.83 0.08

Calculated values
Total charge: +2
Spin multiplicity: 6
Energy relative to the best compared isomer or geometry (same formula, charge and spin), kJ/mol: 0.00
Highest occupied orbital energy (alpha / beta), eV: -14.35 / -15.47
HOMO-LUMO gap (alpha / beta), eV: 9.557 / 10.581

Mulliken population analysis, charges in e, atoms 1 to 5: Mn 1.000; P 0.699; P 0.908; O -0.443; N 0.646

Listing energy for the structures above in their given order: -2186.4683, -3205.9995, -1851.4177, -2606.4579 hartree.